Entry 1:
A single C4H3BrO molecule at a distorted geometry, computed with ωB97M-V/def2-TZVPD.

```
! RIJCOSX wB97M-V def2-TZVPD def2/J DEFGRID3
* xyz 0 1
C 0.840 0.626 -0.175
C -0.819 -1.648 0.738
C 0.055 -0.679 0.375
C 0.177 1.646 -0.657
O 0.521 -1.878 1.178
Br -2.462 -2.494 0.455
H 1.844 0.242 -0.286
H -0.921 1.783 -0.391
H 0.765 2.401 -1.237
*
```

## Properties
Maximum force (Eh/bohr): 0.1134
SMILES: C=CC1=C(Br)O1
HOMO-LUMO gap (eV): 7.9
Energy relative to the best compared isomer or geometry (same formula, charge and spin) (kcal per mole): 98.9
Molar mass (g mol⁻¹): 146.97

=====

Entry 2:
A molecular structure, C31H80CdN5O12 at a distorted geometry, computed with ωB97M-V/def2-TZVPD.

```
! RIJCOSX wB97M-V def2-TZVPD def2/J DEFGRID3
* xyz 1 1
Cd 1.566 5.660 -0.539
C -0.109 2.706 0.055
O 0.707 3.805 0.066
H -0.323 2.270 1.046
H -1.145 2.857 -0.315
H 0.284 1.892 -0.574
C -0.306 2.010 -5.629
O -0.534 0.779 -5.021
C -0.951 0.872 -3.679
C -0.809 -0.485 -3.017
N -1.782 -1.430 -3.467
C -1.663 -2.769 -2.865
C -2.697 -3.703 -3.486
O -2.548 -3.723 -4.888
C -3.483 -4.614 -5.476
H 0.484 2.612 -5.156
H -1.189 2.636 -5.799
H 0.087 1.794 -6.628
H -1.971 1.277 -3.594
H -0.390 1.612 -3.081
H -0.901 -0.315 -1.939
H 0.243 -0.758 -3.209
H -1.867 -1.544 -4.468
H -1.914 -2.686 -1.806
H -0.648 -3.124 -3.090
H -3.698 -3.404 -3.164
H -2.410 -4.664 -3.032
H -4.473 -4.149 -5.556
H -3.561 -5.580 -4.974
H -3.149 -4.772 -6.504
C -0.589 -6.596 -2.028
O -0.646 -5.912 -0.802
C -1.517 -6.563 0.115
C -1.462 -5.911 1.480
N -1.612 -4.483 1.461
C -1.426 -3.912 2.782
C -1.578 -2.396 2.823
O -0.431 -1.775 2.304
C -0.614 -0.399 2.106
H 0.001 -5.985 -2.707
H -1.583 -6.771 -2.453
H -0.103 -7.571 -1.909
H -1.159 -7.595 0.235
H -2.526 -6.555 -0.319
H -0.488 -6.221 1.909
H -2.199 -6.449 2.084
H -0.944 -4.046 0.834
H -0.462 -4.170 3.246
H -2.207 -4.271 3.460
H -1.794 -2.138 3.864
H -2.435 -2.136 2.190
H 0.222 -0.013 1.528
H -0.690 0.181 3.035
H -1.542 -0.216 1.546
C 4.645 -6.547 -2.415
O 3.944 -5.384 -2.116
C 3.156 -5.566 -0.948
C 2.153 -4.466 -0.762
N 2.754 -3.147 -0.727
C 1.716 -2.133 -0.599
C 2.219 -0.716 -0.596
O 2.849 -0.449 -1.835
C 3.373 0.827 -1.911
H 4.027 -7.439 -2.569
H 5.425 -6.826 -1.697
H 5.164 -6.380 -3.361
H 3.778 -5.701 -0.053
H 2.630 -6.520 -1.088
H 1.484 -4.622 0.082
H 1.482 -4.586 -1.633
H 3.206 -2.949 -1.615
H 1.181 -2.302 0.341
H 0.993 -2.216 -1.428
H 2.935 -0.614 0.232
H 1.388 -0.018 -0.450
H 3.876 0.992 -2.863
H 4.048 1.119 -1.098
H 2.546 1.557 -1.898
C -0.007 7.728 1.435
O 0.902 6.629 1.306
C 1.940 6.677 2.255
C 2.945 5.519 1.994
N 3.404 5.631 0.586
C 3.983 4.350 0.055
C 4.083 4.435 -1.479
O 2.791 4.749 -2.046
C 2.820 4.734 -3.461
H -0.656 7.526 2.294
H -0.653 7.851 0.571
H 0.521 8.664 1.632
H 1.621 6.588 3.297
H 2.587 7.564 2.201
H 2.444 4.557 2.116
H 3.768 5.538 2.710
H 4.155 6.306 0.471
H 3.314 3.519 0.292
H 4.921 4.157 0.577
H 4.347 3.428 -1.811
H 4.830 5.149 -1.834
H 3.688 5.245 -3.877
H 1.914 5.206 -3.846
H 2.756 3.725 -3.879
C -0.514 3.951 3.763
O -1.671 4.061 4.560
C -2.887 4.082 3.849
C -3.286 2.706 3.321
N -3.810 1.857 4.386
C -4.039 0.482 3.929
C -3.795 -0.497 5.052
O -2.469 -0.336 5.521
C -2.121 -1.226 6.579
H 0.337 4.126 4.424
H -0.479 4.766 3.024
H -0.459 2.967 3.294
H -2.872 4.788 3.009
H -3.634 4.436 4.558
H -2.397 2.227 2.884
H -4.036 2.810 2.535
H -3.054 1.745 5.063
H -3.342 0.232 3.113
H -5.063 0.337 3.577
H -3.890 -1.526 4.688
H -4.503 -0.310 5.868
H -1.302 -0.765 7.118
H -1.843 -2.186 6.117
H -2.992 -1.460 7.200
O -0.448 5.966 -1.471
H -1.167 5.374 -1.738
H -0.718 6.848 -1.767
*
```

## Properties
Maximum force (Eh/bohr): 0.0479
HOMO-LUMO gap (eV): 6.4
Energy relative to the best compared isomer or geometry (same formula, charge and spin) (kcal per mole): 0.0
Molar mass (g mol⁻¹): 827.42

=====

Entry 3:
A molecular structure, C12H17BN6O2Zn at a distorted geometry, computed with ωB97M-V/def2-TZVPD.

```
! RIJCOSX wB97M-V def2-TZVPD def2/J DEFGRID3
* xyz 0 1
H 3.823 0.837 1.359
N 2.200 -0.032 0.289
B 0.494 -1.568 -0.711
N 1.824 -1.315 0.067
C 2.753 -2.165 0.567
Zn -1.184 1.628 -0.708
H 2.662 -3.234 0.441
C 3.762 -1.402 1.159
H 4.664 -1.757 1.610
C 3.345 -0.060 0.995
H 0.513 -2.707 -1.092
C -3.000 1.965 -1.341
H -3.253 3.002 -1.071
H -3.690 1.271 -0.855
H -3.058 1.842 -2.425
N 0.384 -0.581 -1.910
N -0.707 -1.399 0.254
N -0.080 0.754 -1.821
N -1.303 -0.188 0.529
C 0.697 -0.855 -3.187
C -1.373 -2.389 0.877
H 1.032 -1.846 -3.471
H -1.022 -3.409 0.779
C 0.489 0.280 -3.962
C -2.463 -1.838 1.536
C 0.044 1.264 -3.076
C -2.388 -0.453 1.289
H 0.618 0.375 -5.030
H -3.211 -2.360 2.105
H -0.206 2.300 -3.280
H -3.072 0.332 1.593
H 1.616 1.731 0.567
C -0.351 1.519 3.232
O 0.785 1.299 2.356
C 0.728 1.881 1.190
O -0.246 2.585 0.809
H -0.045 2.243 3.993
H -0.582 0.559 3.693
H -1.200 1.891 2.651
*
```

## Properties
Maximum force (Eh/bohr): 0.1193
HOMO-LUMO gap (eV): 9.1
Energy relative to the best compared isomer or geometry (same formula, charge and spin) (kcal per mole): 8.7
Molar mass (g mol⁻¹): 353.51

=====

| no. | LUMO (eV) |
| --- | --- |
| 1 | 0.2 |
| 2 | -3.3 |
| 3 | 0.6 |